No. 1
{"formula": "CH3FO2", "method": "the ωB97M-V functional and the def2-TZVPD basis", "multiplicity": 3, "gap_ev": [8.0, 9.2], "relative_energy_kcal_mol": 75.1, "total_energy_ev": -7889.3471, "symbols": ["C", "O", "O", "F", "H", "H", "H"], "positions_angstrom": [[0.232617, -0.069398, -0.526274], [1.542893, -1.779104, -0.751593], [0.361192, -1.272844, -0.721280], [1.231164, 0.778205, -0.389724], [-0.768216, 0.386933, -0.355670], [-1.412297, 1.324386, 1.407851], [-1.187350, 0.631822, 1.336688]], "atomic_forces_ev_per_a": [[-3.1, 10.8, 1.6], [2.6, -0.6, 0.2], [-1.5, -9.3, -1.9], [1.1, -0.1, 0.0], [1.3, -1.1, -0.4], [-0.2, 0.4, 0.2], [0.0, -0.2, 0.3]]}

=====

No. 2
{"formula": "C4H10S2", "method": "the ωB97M-V functional and the def2-TZVPD basis", "gap_ev": 8.8, "smiles": "C=CC.CSS", "relative_energy_kcal_mol": 33.1, "total_energy_ev": -25979.5506, "symbols": ["C", "S", "S", "H", "H", "H", "H", "C", "C", "C", "H", "H", "H", "H", "H", "H"], "positions_angstrom": [[-1.054599, -1.890891, -0.370210], [-1.727782, -0.427504, -1.219644], [-2.675745, 0.626698, 0.325787], [-0.019098, -1.970098, -0.681156], [-1.624015, -2.747160, -0.724763], [-1.192145, -1.838229, 0.703557], [-3.738726, 0.918918, -0.433069], [0.804627, 0.518168, 1.210054], [1.043772, 1.154844, -0.134595], [2.200999, 0.961002, -0.761949], [-0.203480, 0.660715, 1.595742], [1.043750, -0.543074, 1.182487], [1.457286, 1.002734, 1.941741], [0.357990, 1.871068, -0.567891], [2.387904, 1.412568, -1.726973], [2.939260, 0.290247, -0.339117]], "atomic_forces_ev_per_a": [[-0.8, -0.1, -0.5], [0.1, 0.3, 0.3], [0.2, -0.1, -0.4], [0.2, -0.1, 0.3], [0.1, -0.2, 0.0], [0.3, 0.2, 0.1], [-0.2, -0.1, 0.2], [-0.1, 0.5, 0.1], [0.9, 0.1, 0.0], [-0.5, -0.1, -0.1], [-0.1, -0.1, -0.2], [0.0, 0.0, 0.1], [0.0, -0.1, 0.0], [-0.3, -0.2, 0.2], [0.2, 0.0, 0.1], [0.1, 0.0, -0.1]]}

=====

No. 3
{"formula": "C6H14BrN", "method": "the ωB97M-V functional and the def2-TZVPD basis", "gap_ev": 9.3, "relative_energy_kcal_mol": 71.3, "total_energy_ev": -77976.1448, "symbols": ["C", "C", "C", "C", "C", "C", "N", "Br", "H", "H", "H", "H", "H", "H", "H", "H", "H", "H", "H", "H", "H", "H"], "positions_angstrom": [[0.304457, -2.872230, -0.207528], [-1.795555, -1.519851, -0.674966], [1.366971, 2.840786, -0.604052], [1.379230, 0.848782, 1.033534], [-0.918861, -2.009514, 0.153131], [0.564833, 1.805170, 0.138093], [-0.491403, 1.093726, -0.635822], [0.328759, 0.230489, -2.022151], [0.622038, -3.583443, 0.689212], [-0.059783, -3.530670, -1.062655], [1.245277, -2.408275, -0.655037], [-1.748587, -1.423582, -1.736802], [-0.669804, 0.472473, 0.611903], [-2.632993, -0.855617, -0.250534], [1.236465, 3.790486, -0.151150], [2.363648, 2.605897, -0.586662], [1.141951, 2.839958, -1.583355], [2.203709, 0.386010, 0.546712], [0.668040, -0.037621, 1.465687], [1.709887, 1.351255, 1.954869], [-1.197923, -2.000763, 1.315686], [-0.139123, 2.358740, 0.934627]], "atomic_forces_ev_per_a": [[0.3, -1.8, -0.2], [-2.7, 2.3, 0.7], [-0.8, -0.4, 2.6], [-1.9, -1.0, 1.6], [1.0, -1.8, 3.2], [-1.9, 1.0, 2.6], [-0.3, 0.1, 5.6], [0.6, -0.9, -0.8], [-0.7, 1.6, -1.9], [0.6, 0.5, 1.1], [-1.3, 0.0, 1.0], [0.3, -0.6, -0.5], [-0.2, 0.7, -5.3], [1.1, -1.4, -0.6], [-0.1, 1.0, 0.2], [2.7, -0.5, 0.3], [-1.2, 0.4, -3.4], [0.7, -0.4, -0.5], [1.5, 1.9, -1.1], [0.2, 0.0, -0.4], [0.8, 0.3, -2.6], [1.3, -0.8, -1.6]]}

=====

No. 4
{"formula": "CH2Br2S", "method": "the ωB97M-V functional and the def2-TZVPD basis", "gap_ev": 7.6, "relative_energy_kcal_mol": 38.7, "total_energy_ev": -151987.3167, "symbols": ["C", "S", "Br", "Br", "H", "H"], "positions_angstrom": [[0.867873, 0.118416, -0.469462], [-0.627855, 0.773805, 0.025739], [2.065324, -1.125135, 0.174837], [-2.597987, -0.618564, 0.465318], [0.969918, 0.048790, -1.481433], [-0.677272, 0.802688, 1.285002]], "atomic_forces_ev_per_a": [[-2.2, 1.1, 2.8], [1.9, -1.2, -3.6], [0.1, -0.3, 1.0], [-0.2, -0.1, -0.1], [-0.3, 0.6, -2.7], [0.8, -0.1, 2.6]]}

=====

No. 5
{"formula": "C5H10O", "method": "the ωB97M-V functional and the def2-TZVPD basis", "gap_ev": 7.3, "relative_energy_kcal_mol": 116.0, "total_energy_ev": -7389.7337, "symbols": ["C", "O", "C", "C", "C", "C", "H", "H", "H", "H", "H", "H", "H", "H", "H", "H"], "positions_angstrom": [[1.912087, -0.784188, -0.205511], [0.899843, 0.202316, -0.353372], [0.303043, 0.795255, 0.968949], [-1.051466, 1.131209, 0.652997], [-1.815372, -0.040531, 0.062062], [-0.869285, -0.308545, -1.028666], [1.585239, -1.596274, 0.462379], [2.139057, -1.189315, -1.195213], [2.823619, -0.336829, 0.206486], [0.435141, -0.052890, 1.661815], [0.946177, 1.633006, 1.246722], [-1.228416, 2.102017, 0.192444], [-2.794981, 0.276687, -0.307685], [-1.945320, -0.888160, 0.744829], [-0.438179, -1.291302, -1.217802], [-0.901184, 0.347538, -1.890435]], "atomic_forces_ev_per_a": [[0.2, -0.2, 0.0], [-0.1, 0.1, 0.0], [0.1, 0.0, 0.2], [0.1, 0.2, -0.1], [0.0, -0.2, -0.1], [-0.1, -0.1, -0.2], [0.0, 0.1, -0.1], [0.0, 0.0, 0.2], [-0.1, 0.0, -0.1], [0.0, 0.1, -0.1], [-0.1, -0.1, 0.0], [0.0, -0.1, 0.1], [0.1, 0.0, 0.0], [0.1, 0.1, -0.1], [-0.1, 0.1, 0.1], [0.0, 0.0, 0.1]]}

=====

No. 6
{"formula": "C18H67BrIO15S2", "method": "the ωB97M-V functional and the def2-TZVPD basis", "gap_ev": 5.0, "relative_energy_kcal_mol": 49.2, "charge": 1, "total_energy_ev": -150261.7906, "symbols": ["S", "S", "I", "C", "C", "C", "Br", "H", "H", "H", "H", "H", "H", "H", "C", "O", "H", "H", "H", "H", "C", "O", "H", "H", "H", "H", "C", "O", "H", "H", "H", "H", "C", "O", "H", "H", "H", "H", "C", "O", "H", "H", "H", "H", "C", "O", "H", "H", "H", "H", "C", "O", "H", "H", "H", "H", "C", "O", "H", "H", "H", "H", "C", "O", "H", "H", "H", "H", "C", "O", "H", "H", "H", "H", "C", "O", "H", "H", "H", "H", "C", "O", "H", "H", "H", "H", "C", "O", "H", "H", "H", "H", "C", "O", "H", "H", "H", "H", "C", "O", "H", "H", "H", "H"], "positions_angstrom": [[2.371671, -0.992341, 1.669987], [0.396390, -1.400163, 0.955853], [0.701273, -1.745329, -1.470775], [-0.756807, 0.044695, 1.256732], [-0.636920, 1.269985, 0.173941], [0.901226, 1.868469, 0.277825], [1.180703, 3.555901, -0.790157], [3.176187, -0.963779, 0.499166], [-1.870962, -0.375760, 1.186884], [-0.563319, 0.505367, 2.337301], [-1.378233, 2.135155, 0.524591], [-0.937786, 0.924283, -0.903326], [1.596651, 1.043215, -0.230139], [1.160235, 1.977091, 1.417976], [-0.248981, -2.714690, -5.363422], [0.939331, -1.965080, -5.536978], [-0.505507, -3.197957, -6.309042], [-0.090781, -3.478104, -4.597755], [-1.061613, -2.047518, -5.065493], [1.141778, -1.548217, -4.682132], [1.919705, 3.040645, 4.331388], [1.259601, 2.072759, 3.536668], [1.629535, 4.037476, 3.991270], [1.627846, 2.915500, 5.376966], [3.001169, 2.922980, 4.227272], [1.536371, 1.199072, 3.861613], [-1.528011, -5.100415, 1.946406], [-1.669971, -4.011982, 1.052380], [-2.109817, -5.945925, 1.572021], [-0.475059, -5.385440, 2.010665], [-1.899752, -4.813575, 2.933210], [-1.143163, -3.277308, 1.410496], [2.634750, 0.072283, 6.542880], [3.633532, 0.554689, 5.663199], [2.950047, 0.254962, 7.572816], [1.695769, 0.597931, 6.352920], [2.500947, -1.001499, 6.390109], [3.326054, 0.378862, 4.757626], [-3.871630, 4.108614, 1.268066], [-2.727897, 3.416696, 1.734160], [-4.757817, 3.498525, 1.457840], [-3.965504, 5.058821, 1.799450], [-3.778109, 4.287252, 0.194012], [-1.957943, 3.982057, 1.552339], [-7.112157, 1.468912, 2.418440], [-7.631749, 2.717168, 1.998912], [-6.158002, 1.633235, 2.924540], [-7.812653, 0.995754, 3.110901], [-6.954593, 0.827505, 1.547797], [-8.477746, 2.539572, 1.553639], [-2.999604, -3.416452, -7.946207], [-2.645846, -3.790611, -6.627502], [-2.662737, -2.393148, -8.127647], [-2.515771, -4.088767, -8.658929], [-4.085202, -3.466169, -8.061329], [-2.957316, -4.702282, -6.495732], [4.767913, 4.636126, 0.767225], [4.248322, 5.884382, 0.347697], [5.722069, 4.800449, 1.273325], [4.067417, 4.162967, 1.459686], [4.925477, 3.994719, -0.103418], [3.402325, 5.706785, -0.097576], [4.282636, -3.834118, 3.751217], [3.099230, -4.604217, 3.648162], [5.104692, -4.485225, 4.057538], [4.515032, -3.389768, 2.780331], [4.144015, -3.049527, 4.499182], [2.387918, -4.000104, 3.375025], [-0.034794, -6.506114, -7.695096], [-0.176755, -5.417682, -8.589123], [-0.616601, -7.351624, -8.069482], [1.018157, -6.791139, -7.630838], [-0.406536, -6.219274, -6.708293], [0.350053, -4.683008, -8.231007], [7.599861, 4.487066, -1.977400], [7.019319, 3.371719, -1.326943], [7.330148, 5.395480, -1.433720], [8.687267, 4.379613, -1.986192], [7.221106, 4.551327, -3.000466], [7.275822, 2.581088, -1.831551], [-2.718218, -4.439496, -3.636278], [-2.530103, -5.820413, -3.884877], [-2.734772, -3.905919, -4.589469], [-3.669014, -4.287531, -3.119589], [-1.894650, -4.062849, -3.024622], [-2.519719, -6.267498, -3.021437], [3.300548, 7.278365, 3.282320], [2.866342, 7.442543, 4.619717], [2.557749, 6.691363, 2.737133], [3.406068, 8.257914, 2.809641], [4.257893, 6.751475, 3.271058], [3.544925, 7.966726, 5.078278], [-5.671130, 7.716866, 2.102103], [-5.141976, 6.747051, 1.216905], [-4.900461, 8.461242, 2.315470], [-6.529232, 8.207307, 1.636053], [-5.975765, 7.233647, 3.033740], [-5.847913, 6.100535, 1.046050], [-1.234794, -8.307002, -0.486818], [-1.376755, -7.218570, -1.380845], [-1.816601, -9.152512, -0.861203], [-0.181843, -8.592027, -0.422559], [-1.606536, -8.020162, 0.499985], [-0.849947, -6.483896, -1.022729]], "atomic_forces_ev_per_a": [[0.3, 0.0, -0.9], [0.2, 0.3, -0.6], [-0.3, 0.2, 1.1], [-1.4, 2.4, -0.4], [0.5, 1.0, 0.5], [-0.4, -2.3, -0.1], [-0.4, -1.3, 1.0], [-1.3, 0.0, 1.0], [2.6, 0.4, 0.3], [-0.1, -1.3, -2.1], [1.3, -2.1, -0.6], [0.7, 0.6, 2.1], [-1.3, 2.1, 1.1], [-0.3, 0.3, -2.4], [0.0, 0.0, 0.0], [0.6, 0.5, 0.5], [0.1, 0.2, 0.3], [-0.2, -0.2, 0.0], [-0.2, -0.2, -0.1], [0.0, -0.1, -0.7], [0.4, 0.4, 0.4], [-0.3, -1.1, -0.4], [0.0, -0.2, 0.0], [0.1, 0.2, 0.0], [0.0, 0.2, 0.2], [-0.2, 0.5, -0.1], [0.1, -0.1, 0.3], [0.2, 0.8, -0.4], [0.1, 0.2, 0.0], [0.0, -0.2, 0.2], [0.0, -0.3, 0.1], [-0.4, -0.6, -0.1], [-0.1, -0.1, -0.1], [0.1, 0.1, -0.7], [0.0, 0.0, -0.3], [-0.2, -0.1, 0.2], [-0.2, 0.0, 0.2], [0.4, 0.1, 0.5], [-0.2, 0.4, 0.0], [1.1, -0.4, 0.0], [0.2, 0.0, 0.0], [-0.1, -0.2, -0.3], [-0.2, 0.1, 0.0], [-0.5, -0.2, 0.3], [-0.2, -0.1, -0.1], [-0.4, 0.2, -0.3], [-0.2, 0.1, -0.1], [0.2, -0.2, 0.0], [0.1, -0.2, 0.1], [0.5, 0.2, 0.3], [-0.1, -0.2, -0.3], [-0.2, -0.5, 0.2], [0.0, -0.1, 0.1], [-0.1, 0.1, -0.1], [0.0, 0.1, -0.2], [0.2, 0.4, 0.0], [-0.2, -0.1, -0.2], [-0.5, 0.3, -0.2], [-0.2, 0.0, -0.1], [0.1, -0.2, 0.2], [0.2, -0.2, 0.2], [0.5, 0.2, 0.2], [-0.1, 0.1, 0.0], [-0.6, 0.1, -0.2], [-0.2, 0.1, -0.1], [0.3, 0.1, 0.0], [0.3, 0.1, 0.0], [0.4, -0.5, 0.2], [0.1, 0.1, 0.1], [0.1, 0.6, -0.1], [0.1, 0.2, 0.0], [-0.1, -0.2, 0.1], [0.0, -0.2, 0.1], [-0.3, -0.4, -0.3], [0.1, 0.0, -0.2], [-0.1, -0.8, 0.0], [0.0, -0.2, 0.0], [0.0, 0.2, -0.1], [0.1, 0.2, 0.0], [-0.2, 0.4, 0.4], [-0.2, -0.2, 0.1], [0.0, -0.2, 0.2], [0.0, -0.1, 0.4], [0.0, 0.3, 0.1], [0.0, 0.3, 0.1], [0.1, -0.1, -0.4], [0.2, 0.1, 0.1], [0.1, 0.2, 0.6], [0.1, 0.1, 0.1], [0.1, -0.2, -0.3], [0.0, 0.0, -0.3], [-0.5, -0.3, -0.2], [-0.2, 0.0, 0.0], [-0.2, -0.3, -0.3], [-0.1, -0.2, -0.1], [0.0, 0.2, 0.2], [-0.1, 0.2, 0.1], [0.4, 0.4, 0.0], [0.1, -0.1, 0.2], [0.1, 0.7, -0.1], [0.1, 0.2, 0.0], [-0.1, -0.2, 0.1], [0.0, -0.3, 0.1], [-0.3, -0.4, -0.3]]}

=====

No. 7
{"formula": "C4H6O2Tb", "method": "the ωB97M-V functional and the def2-TZVPD basis", "multiplicity": 7, "gap_ev": [7.1, 7.4], "relative_energy_kcal_mol": 0.0, "charge": 1, "total_energy_ev": -30764.1366, "symbols": ["O", "C", "C", "C", "C", "H", "H", "H", "H", "H", "H", "O", "Tb"], "positions_angstrom": [[0.054353, -0.600163, -2.583919], [-0.475568, -0.103783, -1.364597], [0.668153, 0.219533, -0.414474], [0.376006, -0.167166, 1.000798], [-0.019964, 0.645009, 1.989481], [-0.642153, -1.038408, -3.079351], [-1.146053, -0.850775, -0.904045], [-1.069953, 0.808866, -1.545113], [0.872135, 1.304917, -0.480687], [1.563350, -0.313637, -0.779351], [0.154958, 1.735035, 2.024368], [-0.456779, 0.147647, 3.282921], [0.121516, -1.787075, 2.853970]], "atomic_forces_ev_per_a": [[0.2, 0.1, 0.4], [-0.8, -0.2, -0.3], [0.7, -0.6, -0.1], [-0.3, 1.5, -0.3], [-0.4, -1.1, 2.9], [-0.1, 0.1, -0.1], [0.1, 0.2, -0.1], [0.1, -0.3, 0.1], [0.1, -0.4, 0.4], [-0.3, 0.3, 0.1], [-0.1, -0.5, -0.3], [0.7, 0.8, -2.4], [0.1, 0.1, -0.1]]}

=====

Copy entry 5 word for word.
{"formula": "C5H10O", "method": "the ωB97M-V functional and the def2-TZVPD basis", "gap_ev": 7.3, "relative_energy_kcal_mol": 116.0, "total_energy_ev": -7389.7337, "symbols": ["C", "O", "C", "C", "C", "C", "H", "H", "H", "H", "H", "H", "H", "H", "H", "H"], "positions_angstrom": [[1.912087, -0.784188, -0.205511], [0.899843, 0.202316, -0.353372], [0.303043, 0.795255, 0.968949], [-1.051466, 1.131209, 0.652997], [-1.815372, -0.040531, 0.062062], [-0.869285, -0.308545, -1.028666], [1.585239, -1.596274, 0.462379], [2.139057, -1.189315, -1.195213], [2.823619, -0.336829, 0.206486], [0.435141, -0.052890, 1.661815], [0.946177, 1.633006, 1.246722], [-1.228416, 2.102017, 0.192444], [-2.794981, 0.276687, -0.307685], [-1.945320, -0.888160, 0.744829], [-0.438179, -1.291302, -1.217802], [-0.901184, 0.347538, -1.890435]], "atomic_forces_ev_per_a": [[0.2, -0.2, 0.0], [-0.1, 0.1, 0.0], [0.1, 0.0, 0.2], [0.1, 0.2, -0.1], [0.0, -0.2, -0.1], [-0.1, -0.1, -0.2], [0.0, 0.1, -0.1], [0.0, 0.0, 0.2], [-0.1, 0.0, -0.1], [0.0, 0.1, -0.1], [-0.1, -0.1, 0.0], [0.0, -0.1, 0.1], [0.1, 0.0, 0.0], [0.1, 0.1, -0.1], [-0.1, 0.1, 0.1], [0.0, 0.0, 0.1]]}